(1)
14
Properties=species:S:1:pos:R:3 method="wB97M-V/def2-TZVPD" e_homo_ev=-9.21 smiles="NOC(=O)n1ccnc1" lumo_energy_ev=0.336
C -0.50 1.37 2.44
C 0.52 1.04 1.57
C -1.38 0.18 0.86
C 0.57 -0.25 -0.46
N -1.69 0.82 1.93
N -0.06 0.25 0.58
N 0.09 -1.76 -2.28
O 1.55 0.01 -1.09
O -0.42 -1.32 -1.06
H -0.36 1.88 3.36
H 1.52 1.10 1.86
H -2.03 -0.54 0.19
H -0.57 -1.66 -3.04
H 0.94 -1.23 -2.44

***

(2)
7
Properties=species:S:1:pos:R:3 method="wB97M-V/def2-TZVPD" e_homo_ev="-11.54 / -10.29" lumo_energy_ev="-2.044 / -3.866"
C 0.64 -1.03 0.06
N 1.78 -1.25 -0.67
O 2.14 -2.42 -0.65
O 2.31 -0.31 -1.18
F 0.29 0.22 0.16
Cl 4.90 1.41 0.63
H 0.31 -1.91 0.59

***

(3)
12
Properties=species:S:1:pos:R:3 method="wB97M-V/def2-TZVPD" e_homo_ev=-9.69 smiles="O=CC1(O)CC1" lumo_energy_ev=0.587
O -1.27 1.34 -0.11
C -0.29 0.35 -0.08
C -0.18 -0.79 0.83
C 1.16 0.91 0.07
O 2.10 0.38 -0.47
C -0.10 -0.75 -1.02
H -2.01 1.02 0.41
H 0.35 -0.59 1.78
H -0.86 -1.63 0.93
H 1.32 1.73 0.78
H -0.86 -1.47 -1.28
H 0.60 -0.54 -1.84

***

(4)
59
Properties=species:S:1:pos:R:3 method="wB97M-V/def2-TZVPD" e_homo_ev=-8.14 smiles="Cc1ccc(NC(=O)CSc2nc3ccccc3c3nc(CCn4cncc4C)nn23)c(C)c1" lumo_energy_ev=0.257
C 2.98 1.77 -5.87
C 2.14 0.86 -5.02
C 2.48 -0.47 -4.82
C 1.68 -1.29 -4.05
C 0.53 -0.80 -3.46
C 0.17 0.54 -3.64
C 0.98 1.34 -4.42
H 0.71 2.38 -4.56
C -1.07 1.11 -3.00
H -1.15 2.17 -3.23
H -1.97 0.62 -3.36
H -1.03 1.01 -1.91
N -0.29 -1.62 -2.66
C 0.06 -2.74 -1.99
O 1.05 -3.41 -2.18
C -1.00 -3.21 -0.99
H -0.52 -3.86 -0.27
H -1.79 -3.77 -1.51
S -1.86 -1.88 -0.10
C -0.47 -0.96 0.39
N 0.70 -1.30 -0.02
C 1.79 -0.56 0.34
C 3.05 -0.93 -0.16
C 4.16 -0.20 0.18
C 4.05 0.92 1.02
C 2.83 1.31 1.51
C 1.69 0.58 1.17
C 0.38 0.90 1.62
N -0.10 1.84 2.41
C -1.43 1.60 2.43
N -1.81 0.59 1.69
N -0.67 0.13 1.17
C -2.38 2.30 3.33
H -2.11 3.35 3.43
H -3.38 2.21 2.91
C -2.31 1.61 4.72
N -2.12 0.20 4.57
C -0.91 -0.43 4.58
N -0.99 -1.67 4.22
C -2.31 -1.89 3.95
C -3.03 -0.74 4.15
C -4.47 -0.46 3.97
H -5.01 -1.40 3.86
H -4.64 0.14 3.08
H -4.88 0.07 4.83
H -2.65 -2.85 3.63
H 0.00 0.08 4.86
H -3.23 1.81 5.28
H -1.46 2.01 5.28
H 2.73 2.16 2.16
H 4.94 1.47 1.28
H 5.13 -0.48 -0.20
H 3.10 -1.79 -0.81
H -1.16 -1.19 -2.38
H 1.96 -2.32 -3.90
H 3.37 -0.86 -5.27
H 3.18 2.71 -5.35
H 3.93 1.30 -6.11
H 2.46 2.01 -6.80

***

(5)
56
Properties=species:S:1:pos:R:3 method="wB97M-V/def2-TZVPD" charge=-1 e_homo_ev=-3.51 lumo_energy_ev=2.424
Au -14.91 -2.34 8.28
C -16.57 1.54 8.14
Ge -17.39 -0.24 7.82
C -17.04 -0.31 5.87
C -19.35 -0.50 7.77
C -16.58 -1.43 9.15
H -15.81 1.45 8.98
H -17.35 2.24 8.49
H -16.07 1.95 7.26
H -17.38 0.63 5.42
H -17.61 -1.11 5.35
H -16.01 -0.45 5.64
H -19.75 0.37 7.18
H -19.73 -0.43 8.80
H -19.55 -1.41 7.20
H -17.23 -2.24 9.42
H -16.20 -0.81 10.00
N -22.25 -5.09 7.13
C -21.17 -5.21 6.31
C -20.00 -5.96 6.72
N -18.96 -5.95 5.93
C -18.96 -5.19 4.87
C -20.08 -4.48 4.47
N -21.22 -4.54 5.13
H -22.32 -5.67 7.94
H -23.03 -4.59 6.73
H -19.98 -6.57 7.64
H -18.06 -5.22 4.28
H -20.06 -3.97 3.48
C -10.48 -3.22 7.10
Si -11.96 -2.82 8.25
C -12.44 -3.75 9.82
C -11.81 -1.02 8.67
Se -13.56 -3.56 6.65
H -9.57 -2.86 7.55
H -10.56 -2.68 6.16
H -10.43 -4.28 6.83
H -11.52 -3.99 10.41
H -12.92 -4.68 9.53
H -13.04 -3.16 10.48
H -10.96 -0.80 9.27
H -12.71 -0.72 9.20
H -11.74 -0.38 7.78
N -17.94 -7.68 13.56
C -17.12 -7.36 12.57
C -16.00 -6.53 12.83
C -15.22 -6.15 11.77
N -15.35 -6.62 10.52
C -16.43 -7.41 10.29
C -17.41 -7.68 11.23
H -17.67 -7.52 14.49
H -18.54 -8.46 13.42
H -15.66 -6.33 13.84
H -14.40 -5.47 11.91
H -16.54 -7.71 9.27
H -18.23 -8.35 10.93

***

(6)
5
Properties=species:S:1:pos:R:3 method="wB97M-V/def2-TZVPD" e_homo_ev="-8.48 / -9.47" lumo_energy_ev="-1.362 / 0.397"
N -1.66 0.49 -2.04
O 2.50 -0.73 1.55
O -2.30 1.16 -1.38
F 0.34 -0.59 0.23
S 1.12 -0.33 1.64

***

Listing energy relative to the best compared isomer or geometry (same formula, charge and spin) for the structures above in their given order: 4.293, 3.419, 4.083, 0.115, 0.486, 0.000 eV.
Listing electronic energy for the structures above in their given order: -470.0819, -803.7591, -306.3562, -1824.4648, -5805.6435, -703.1751 Eh.